1.
Below is a structure of composition C21H26BrCoN5OPSTe4 in a non-equilibrium geometry, with properties calculated with ωB97M-V/def2-TZVPD.

Summary:
total energy = -188665.0301 eV
total charge = -1
2S+1 = 4
largest force on an atom = 1.06 eV/A

Positions of all 61 atoms, in Å:
Co  -0.7957  0.0028  0.3327
Te  2.0897  -0.2069  0.5494
Te  2.3339  0.7423  3.0782
Te  0.1822  2.2622  3.5983
Te  -1.5797  1.9061  1.6779
Br  -7.3082  -3.8835  -0.4238
C  -6.3147  -3.3087  -1.9493
C  -5.9825  -4.2191  -2.9403
C  -5.2522  -3.7991  -4.0396
C  -4.8090  -2.4677  -4.1844
C  -5.1751  -1.5676  -3.1521
C  -5.9225  -1.9853  -2.0590
N  -4.1340  -2.1629  -5.3515
N  -3.4937  -0.9934  -5.4727
C  -2.7295  -0.5197  -4.4351
C  -2.4634  0.8524  -4.3892
C  -1.8459  1.4667  -3.2911
C  -1.4556  0.7443  -2.1803
O  -0.9491  1.2910  -1.0520
C  -1.5641  -0.6493  -2.2524
N  -1.0691  -1.3418  -1.1623
C  -0.9429  -2.6516  -1.2665
C  -1.3457  -3.3714  -2.3871
C  -1.9606  -2.7046  -3.4286
C  -2.1094  -1.3148  -3.3858
H  -6.2960  -5.2516  -2.8532
H  -4.9913  -4.5030  -4.8231
H  -4.8925  -0.5272  -3.2281
H  -6.2030  -1.2754  -1.2917
H  -2.8288  1.4515  -5.2158
H  -1.6864  2.5391  -3.2818
H  -0.4846  -3.1642  -0.4313
H  -1.1881  -4.4411  -2.4187
H  -2.3147  -3.2486  -4.2934
C  3.7889  1.0626  -4.9693
N  2.9258  0.1459  -4.2409
C  3.1386  -0.5722  -3.1186
S  1.8398  -1.4392  -2.4540
N  4.3513  -0.6097  -2.5182
C  5.6747  -0.2731  -3.0194
H  3.1536  1.6545  -5.6233
H  4.5268  0.5488  -5.5867
H  4.2978  1.7524  -4.3032
H  1.9699  0.0682  -4.5483
H  4.3086  -1.1145  -1.6487
H  5.8025  0.7854  -3.2168
H  5.9237  -0.8338  -3.9215
H  6.3882  -0.5449  -2.2456
C  -2.7347  -2.4071  1.4889
P  -1.2109  -1.4878  1.9260
C  0.0246  -2.8000  2.2136
C  -1.6170  -1.1088  3.6584
H  -3.0530  -3.0405  2.3180
H  -2.5927  -3.0169  0.6014
H  -3.5273  -1.6917  1.2656
H  -0.4219  -3.6464  2.7390
H  0.8275  -2.3699  2.8120
H  0.4750  -3.1248  1.2798
H  -1.9225  -2.0399  4.1374
H  -2.4260  -0.3851  3.7231
H  -0.7478  -0.7080  4.1774



2.
Below is the ion C5H12NS with charge -2 in a non-equilibrium geometry, with properties calculated with ωB97M-V/def2-TZVPD.

Summary:
total energy = -17701.1732 eV
energy relative to the best compared isomer or geometry (same formula, charge and spin) = 10.1 kcal/mol
total charge = -2
2S+1 = 2
largest force on an atom = 1.24 eV/A

Positions of all 19 atoms, in Å:
C  0.3810  0.2732  -1.0328
C  0.5876  1.7805  -0.8467
S  -0.8522  2.7730  -0.3021
C  -0.3811  -0.4754  0.0640
N  0.3982  -1.5489  0.7072
C  0.9278  -2.5239  -0.2604
C  -0.4636  -2.2584  1.6499
H  -0.0931  0.0685  -2.0012
H  1.3487  -0.2353  -1.1231
H  0.9303  2.1694  -1.8053
H  1.4008  1.9356  -0.1270
H  -0.6923  0.2393  0.8308
H  -1.3170  -0.8882  -0.3490
H  0.6447  -3.5329  0.0311
H  0.5888  -2.4003  -1.2934
H  2.0286  -2.5130  -0.2570
H  -0.9084  -1.5283  2.3477
H  0.1441  -2.9459  2.2282
H  -1.3140  -2.7545  1.1697



3.
Below is a cluster of 7 separate species, C13H40O7 in total in a non-equilibrium geometry, with properties calculated with ωB97M-V/def2-TZVPD.

Summary:
total energy = -28457.4934 eV
energy relative to the best compared isomer or geometry (same formula, charge and spin) = 99.6 kcal/mol
largest force on an atom = 3.20 eV/A
SMILES string = CCO.CCO.CCO.CCO.CCO.CCO.CO

Positions of all 60 atoms, in Å:
C  1.4371  0.0603  -0.2868
O  1.1681  1.2052  -0.9398
H  0.6097  -0.1923  0.3763
H  1.7778  -0.7592  -0.9197
H  2.2616  0.1894  0.4142
H  1.1643  0.9814  -1.8734
C  -4.2706  -5.4845  -0.0349
C  -2.8822  -4.9857  0.3027
O  -1.9901  -5.8717  -0.2677
H  -4.4241  -5.4456  -1.1133
H  -5.0706  -4.9815  0.5083
H  -4.4365  -6.5503  0.1218
H  -2.8916  -4.9771  1.3926
H  -2.7653  -4.0017  -0.1514
H  -1.6249  -6.3996  0.4462
C  0.5064  6.9957  3.9459
C  0.2832  5.5160  3.5554
O  1.4407  5.2891  2.7267
H  -0.3236  7.4297  4.5034
H  0.4713  7.5477  3.0066
H  1.4715  7.2981  4.3525
H  -0.6569  5.3613  3.0258
H  0.3348  4.8183  4.3913
H  1.3905  4.6695  1.9952
C  5.3187  -6.2334  -1.2469
C  6.5843  -6.8487  -1.7088
O  7.0884  -7.5651  -0.6492
H  5.4721  -5.5265  -0.4315
H  4.5764  -6.8996  -0.8073
H  4.9345  -5.6121  -2.0559
H  7.3110  -6.1034  -2.0321
H  6.4982  -7.5468  -2.5415
H  6.7460  -8.4590  -0.7214
C  -0.5926  -2.6925  6.5979
C  -0.9166  -1.7403  5.4246
O  -0.7533  -0.3711  5.8454
H  0.4349  -2.4622  6.8796
H  -0.4966  -3.6989  6.1906
H  -1.2734  -2.6229  7.4464
H  -1.8710  -1.9583  4.9453
H  -0.2409  -1.8966  4.5837
H  -1.6435  -0.0315  5.9624
C  -2.5900  1.0352  -4.9115
C  -1.2783  1.2231  -5.6350
O  -0.2397  0.2854  -5.1594
H  -2.6876  0.1120  -4.3403
H  -3.4164  0.9463  -5.6167
H  -2.9889  1.7789  -4.2217
H  -0.9991  2.2655  -5.4821
H  -1.4598  1.1201  -6.7048
H  -0.0354  -0.4559  -5.7341
C  -2.0963  7.4282  -3.3396
C  -1.5529  6.8090  -2.0146
O  -0.2632  6.4040  -2.3490
H  -1.7663  8.4478  -3.5385
H  -3.1560  7.5409  -3.1106
H  -2.0717  6.7295  -4.1758
H  -2.1421  5.9421  -1.7156
H  -1.3675  7.4036  -1.1200
H  -0.0458  5.5406  -1.9899



Which formula does entry 3 have?
C13H40O7